# C14H22Cl4O6

A 5-piece molecular cluster, C14H22Cl4O6 overall (wB97M-V/def2-TZVPD, OMol25).

The geometry in XYZ format:
```
46
Properties=species:S:1:pos:R:3:nbo_charge:R:1
O -4.7506 8.2256 -2.2527 -0.571
C -3.5018 8.1156 -2.3942 0.769
C -2.7751 7.3956 -3.4969 -0.530
C -1.3791 7.9494 -3.3108 -0.429
C -1.3480 8.3787 -1.8343 -0.076
O -2.7041 8.6118 -1.3981 -0.466
H -2.7489 6.3162 -3.3477 0.247
H -3.1714 7.5988 -4.4918 0.251
H -0.5510 7.2592 -3.4721 0.220
H -1.1327 8.7886 -3.9613 0.212
H -0.9645 7.5558 -1.2311 0.178
H -0.7084 9.2521 -1.7073 0.196
O -0.0092 -5.8520 4.8819 -0.562
C 0.0309 -5.9204 6.1272 0.784
C 0.3997 -7.0076 7.1645 -0.524
C 0.5831 -6.1448 8.4564 -0.431
C -0.1822 -4.8712 8.2353 -0.070
O -0.2235 -4.7517 6.8154 -0.496
H -0.4474 -7.6895 7.2395 0.239
H 1.2689 -7.6405 6.9859 0.250
H 0.0791 -6.6306 9.2919 0.221
H 1.6309 -5.9354 8.6716 0.218
H -1.2144 -4.8436 8.5845 0.177
H 0.2660 -4.0462 8.7891 0.195
O -2.3606 -4.1124 -6.9120 -0.574
C -2.1530 -3.0747 -7.5485 0.792
C -1.1259 -2.0352 -7.1700 -0.534
C -1.2942 -0.8704 -8.1890 -0.438
C -2.2358 -1.4926 -9.2175 -0.073
O -2.7242 -2.7301 -8.7155 -0.477
H -1.4288 -1.7589 -6.1601 0.251
H -0.1950 -2.5724 -7.3516 0.248
H -1.7897 0.0468 -7.8707 0.221
H -0.3488 -0.6605 -8.6893 0.216
H -3.0913 -0.8351 -9.3722 0.181
H -1.7792 -1.4700 -10.2070 0.187
Cl -0.5145 0.3157 0.8596 0.004
C 0.3573 0.5929 2.3048 -0.411
Cl 0.5319 2.3639 2.6236 -0.042
H -0.1570 0.0655 3.1082 0.226
H 1.3036 0.0673 2.1771 0.223
Cl 9.2592 -1.7123 7.0064 -0.020
C 8.6061 -1.1715 5.4679 -0.408
Cl 6.8711 -0.9432 5.5602 -0.022
H 9.0367 -0.1956 5.2435 0.225
H 8.7859 -1.9311 4.7071 0.226
```

Strongest force on any atom, eV/Å: 6.16
E, Eh: -2838.8200
Multiplicity: 1
SMILES string: O=C1CCCO1.O=C1CCCO1.O=C1CCCO1.ClCCl.ClCCl